Below is C2BiF3MgNO4S2 as an isolated structure at a distorted geometry, with properties calculated with ωB97M-V with the def2-TZVPD basis set.

The geometry in XYZ format:
```
14
Properties=species:S:1:pos:R:3:forces:R:3
O -4.1588 0.2341 1.0955 1.0 -0.1 -1.4
C -3.3820 -0.0845 0.2354 -1.4 2.4 2.5
O -3.0313 -1.1518 -0.3005 -1.3 -0.7 0.2
Mg -1.9280 1.7817 -0.2588 0.4 0.1 0.2
Bi -1.1499 -1.6313 -0.8892 0.8 -3.5 -3.3
N 0.0833 1.1427 -0.2465 -1.4 -0.3 -0.6
S -0.4283 0.5773 -1.8800 0.1 0.5 0.4
S 0.8789 0.0913 0.6163 3.0 2.6 3.8
O 0.3793 -1.3181 0.4160 0.0 0.0 0.9
O 1.0363 0.5216 1.9952 -0.9 -0.9 -2.5
C 2.6181 -0.0228 -0.0791 1.6 0.1 0.1
F 2.6085 -0.6282 -1.2524 -0.5 -0.1 -0.3
F 3.1041 1.1966 -0.2142 -0.6 -0.2 0.1
F 3.3699 -0.7087 0.7622 -0.7 0.2 -0.1
```
Positions in Å, forces in eV/Å.

Properties
⟨S²⟩	0.754
orbital gap (spin up / spin down)	8.62 / 7.58	eV
charge	+2
HOMO (spin up / spin down)	-0.6759 / -0.6877	Eh
spin multiplicity	2
ΔE to the lowest compared entry with this formula, charge and spin	0.00	kcal per mole
E_LUMO (spin up / spin down)	-0.359 / -0.409	hartree
largest force on an atom	5.5	eV/Å